[1]
{"formula": "C2H3I2NO", "method": "ωB97M-V/def2-TZVPD", "total_charge": 0, "homo_ev": -8.5, "e_tot_ha": -803.29327, "lumo_energy_ev": -0.1, "relative_energy_kj_mol": 255.65, "species": ["I", "H", "C", "I", "H", "N", "O", "C", "H"], "coordinates": [[3.058, 0.048, -0.004], [-0.729, 0.304, -2.245], [0.162, -0.199, -1.829], [0.357, 2.390, 0.163], [-0.787, -0.001, 0.459], [1.187, -0.443, 0.697], [1.104, -0.724, -2.234], [0.149, 0.340, 0.010], [1.116, -1.364, 0.200]], "mulliken_charge": [0.131, 0.343, 0.191, 0.159, 0.439, -0.641, -0.345, -0.630, 0.352]}



[2]
{"formula": "C15H22N2O3", "method": "ωB97M-V/def2-TZVPD", "total_charge": 0, "homo_ev": -8.8, "e_tot_ha": -920.03912, "smiles": "CC(C)CC(=O)c1c[nH]c(C(=O)NC[C@H]2CCCO2)c1", "lumo_energy_ev": 0.8, "relative_energy_kj_mol": 103.76, "species": ["H", "C", "H", "C", "N", "H", "C", "H", "H", "H", "C", "C", "O", "H", "C", "H", "H", "H", "H", "H", "C", "C", "C", "C", "H", "O", "H", "H", "H", "C", "H", "C", "C", "O", "C", "C", "H", "H", "N", "H", "H", "H"], "coordinates": [[-5.368, -0.551, 1.998], [-5.143, -2.711, 1.915], [1.723, -1.823, -2.410], [-2.298, -2.955, 0.355], [1.777, -1.177, -1.636], [3.034, 5.457, -0.408], [2.380, 0.416, -0.226], [3.512, -0.076, -2.094], [2.609, 4.185, 0.742], [2.824, 2.475, -2.631], [-0.242, -2.163, -0.706], [3.060, 1.517, 0.460], [2.704, 1.887, 1.560], [4.256, 4.807, 0.688], [4.207, 2.188, -0.268], [-2.333, -3.547, 1.276], [-5.635, -2.351, -0.159], [4.638, 1.517, -1.008], [4.602, 3.860, -1.545], [-2.261, -3.619, -0.511], [3.390, 4.553, 0.081], [2.581, 3.247, -1.904], [0.852, -1.186, -0.628], [-4.846, -2.829, 0.421], [0.709, 0.077, 1.174], [-0.329, -2.936, -1.650], [-6.200, -2.807, 2.149], [-4.737, -3.858, 0.087], [-1.051, -1.423, 1.023], [2.697, -0.228, -1.414], [4.971, 2.441, 0.469], [3.752, 3.494, -0.955], [-3.536, -2.044, 0.282], [-3.492, -1.120, 1.365], [-4.607, -1.314, 2.218], [1.204, -0.204, 0.266], [-4.586, -3.462, 2.477], [-4.271, -1.189, 3.250], [-1.093, -2.166, 0.343], [1.700, 2.933, -1.349], [-3.492, -1.473, -0.655], [2.339, 4.160, -2.444]], "mulliken_charge": [0.277, -0.577, 0.225, -1.177, 0.061, 0.398, 0.004, 0.427, 0.304, 0.310, 0.352, 0.760, -0.640, 0.356, -0.870, 0.269, 0.335, 0.388, 0.334, 0.455, -1.411, -1.437, 0.276, -0.712, 0.465, -0.739, 0.381, 0.336, 0.277, -0.883, 0.437, 0.587, 0.497, -0.479, -0.495, -0.548, 0.247, 0.291, -0.094, 0.285, 0.263, 0.466]}



[3]
{"formula": "C31H28Cl2NO3P2PdS", "method": "ωB97M-V/def2-TZVPD", "total_charge": -2, "homo_ev": [1.2, -1.0], "e_tot_ha": -3607.72808, "lumo_energy_ev": [4.5, 4.5], "relative_energy_kj_mol": 89.99, "multiplicity": 2, "species": ["H", "H", "C", "H", "H", "H", "C", "H", "H", "C", "H", "C", "H", "O", "H", "P", "H", "C", "H", "H", "C", "C", "H", "Cl", "C", "O", "C", "H", "C", "O", "P", "C", "H", "C", "H", "C", "H", "H", "H", "H", "H", "C", "C", "S", "C", "H", "C", "C", "Pd", "C", "H", "C", "C", "C", "Cl", "H", "C", "C", "H", "H", "C", "C", "N", "C", "C", "C", "C", "H", "C"], "coordinates": [[-4.205, 0.060, -2.711], [-2.632, -4.000, -0.035], [1.218, 3.993, 3.420], [-0.079, -0.783, -2.720], [1.313, 4.788, 4.150], [-1.422, 0.906, -0.251], [-0.049, -2.261, -1.139], [-0.861, -1.291, 2.751], [-1.829, 5.155, 0.051], [-1.847, 3.864, -1.635], [-1.263, 0.304, 1.368], [-1.680, -3.083, 3.577], [0.204, 6.409, -0.609], [-2.749, -1.513, -0.975], [4.543, -3.519, 1.569], [0.912, 0.643, 0.230], [0.213, 0.768, 3.181], [3.848, -2.718, 1.337], [0.971, -1.322, 2.530], [1.395, 5.729, -2.738], [0.948, 1.942, 1.526], [0.595, 1.734, 2.861], [2.830, -3.920, -3.137], [-5.637, 0.601, -4.528], [3.168, -0.862, -0.101], [-1.588, 2.594, -3.590], [4.055, -1.860, 0.209], [-3.652, 1.522, -3.570], [1.445, 3.192, 1.154], [1.216, 1.273, -1.094], [-1.434, -1.472, -0.261], [2.015, -3.465, -2.585], [-2.549, -4.963, 4.142], [-4.049, 0.521, -3.672], [4.916, -2.014, -0.435], [0.483, 5.245, -2.412], [-1.414, -2.808, 4.591], [1.722, -1.879, -4.009], [-3.161, -5.557, 1.815], [1.947, 5.181, 1.782], [1.699, 3.349, 0.110], [0.727, 2.750, 3.802], [1.396, -2.322, -3.073], [-3.226, 2.976, -1.187], [0.595, -3.396, -0.644], [2.538, -3.098, 3.017], [1.818, -1.471, 1.855], [2.718, -2.477, 2.142], [-1.560, 0.646, -2.128], [-1.307, 4.922, -0.867], [0.441, 2.570, 4.834], [-2.344, -3.755, 0.981], [-0.032, 4.214, -3.152], [-2.652, -4.622, 2.022], [-2.873, -0.467, -4.555], [0.330, -3.799, 0.321], [-1.684, -2.546, 1.216], [-0.860, 0.122, 0.368], [2.139, -4.849, -0.949], [0.413, 3.831, -4.057], [-1.368, -2.224, 2.528], [-0.178, 5.612, -1.237], [-1.164, 3.556, -2.804], [-2.315, -4.288, 3.327], [1.997, -0.627, 0.696], [1.577, 4.210, 2.092], [0.370, -1.721, -2.356], [3.325, -0.238, -0.975], [1.624, -3.993, -1.365]], "mulliken_charge": [0.141, 0.410, -0.477, 0.031, 0.348, -0.426, 0.852, -0.009, 0.353, 0.282, 0.678, -0.659, 0.358, -0.794, 0.316, 1.718, 0.199, -0.732, 0.062, 0.356, 0.189, 0.017, 0.349, -0.277, -0.897, -0.786, -0.404, 0.061, -0.767, -0.783, 1.474, -0.477, 0.353, 0.247, 0.350, -0.742, 0.386, 0.422, 0.373, 0.377, 0.433, -0.731, -0.965, -0.398, -0.192, 0.339, -0.325, -0.732, -0.338, -0.877, 0.404, -0.502, -0.207, -0.632, -0.180, 0.177, -0.336, -0.601, 0.349, 0.372, 0.379, -0.081, 0.564, -0.416, 0.799, -0.532, 0.123, 0.310, -0.675]}



[4]
{"formula": "C4H5IN2O", "method": "ωB97M-V/def2-TZVPD", "total_charge": 0, "homo_ev": -8.8, "e_tot_ha": -637.80261, "lumo_energy_ev": 0.0, "relative_energy_kj_mol": 112.42, "species": ["H", "O", "H", "N", "N", "H", "H", "C", "I", "C", "H", "C", "C"], "coordinates": [[-2.716, 1.968, 0.416], [-1.744, 1.955, 0.354], [1.033, -3.415, 0.786], [1.569, -2.605, 0.500], [-1.985, -0.324, -0.107], [0.555, 1.543, -0.474], [0.561, 0.648, 1.050], [0.692, -0.589, -0.694], [-4.021, -0.288, -0.010], [1.056, -1.669, -0.073], [0.685, -0.579, -1.773], [-1.309, 0.723, 0.080], [0.196, 0.637, 0.020]], "mulliken_charge": [0.198, -0.411, 0.280, -0.531, -0.563, 0.281, 0.299, -0.527, 0.039, 0.429, 0.332, 0.717, -0.542]}